(1)
{
  "formula": "C46H85NO12P",
  "method": "ωB97M-V with the def2-TZVPD basis set",
  "species": ["P", "O", "O", "O", "O", "O", "O", "O", "O", "O", "O", "O", "O", "N", "C", "C", "C", "C", "C", "C", "C", "C", "C", "C", "C", "C", "C", "C", "C", "C", "C", "C", "C", "C", "C", "C", "C", "C", "C", "C", "C", "C", "C", "C", "C", "C", "C", "C", "C", "C", "C", "C", "C", "C", "C", "C", "C", "C", "C", "C", "H", "H", "H", "H", "H", "H", "H", "H", "H", "H", "H", "H", "H", "H", "H", "H", "H", "H", "H", "H", "H", "H", "H", "H", "H", "H", "H", "H", "H", "H", "H", "H", "H", "H", "H", "H", "H", "H", "H", "H", "H", "H", "H", "H", "H", "H", "H", "H", "H", "H", "H", "H", "H", "H", "H", "H", "H", "H", "H", "H", "H", "H", "H", "H", "H", "H", "H", "H", "H", "H", "H", "H", "H", "H", "H", "H", "H", "H", "H", "H", "H", "H", "H", "H", "H"],
  "coordinates": [[0.901, -0.227, -4.145], [-2.880, 3.263, 1.135], [-0.953, -1.873, -1.044], [-0.361, 1.857, 3.722], [3.429, -4.088, -4.264], [-1.213, 7.147, -1.911], [-8.187, 3.024, 5.875], [3.720, 4.817, 5.069], [0.944, 0.399, -0.200], [5.418, -9.364, -3.982], [-5.274, -4.206, -0.248], [-0.605, -0.020, -4.857], [-0.201, 1.407, -1.822], [-0.638, -1.483, -2.374], [4.829, -9.935, -5.154], [-6.294, 3.098, 4.452], [1.774, -1.754, -1.986], [0.565, 2.261, 2.689], [1.833, 1.560, 4.553], [4.150, -6.339, -4.406], [3.553, 6.715, 6.477], [0.484, 0.438, -1.355], [1.888, 2.532, 3.387], [-2.013, -0.407, 0.816], [0.356, 1.597, 4.924], [4.370, -5.006, -3.705], [-2.065, 4.070, 0.276], [3.492, 4.356, 6.406], [4.992, 0.200, -1.723], [4.502, -0.763, 0.379], [3.941, 6.229, 5.089], [-2.318, -2.154, -0.901], [1.599, 1.477, -4.165], [-5.583, -5.784, 1.490], [-2.663, 0.425, 1.942], [-4.252, 3.577, 0.920], [3.372, -1.347, -0.135], [6.131, -11.618, -4.128], [5.304, 0.025, -0.404], [-4.285, 4.851, 0.085], [6.357, -10.288, -3.423], [3.864, -0.376, -2.259], [-6.421, -4.992, -0.572], [5.657, -11.163, -5.502], [3.669, -5.888, -5.779], [-1.171, 8.402, -2.592], [-6.317, -6.271, 0.247], [-8.184, 4.292, 5.215], [-4.625, -4.758, 0.902], [0.653, -0.756, -2.352], [2.838, -4.660, -5.430], [3.878, 5.499, 7.333], [-3.002, 4.717, -0.728], [-2.682, -1.775, 0.554], [3.050, -1.132, -1.452], [0.259, 8.587, -3.079], [0.695, 7.147, -3.316], [-6.764, 4.522, 4.719], [-6.966, 2.333, 5.581], [-0.006, 6.418, -2.181], [-1.088, -0.852, -4.787], [-0.252, 5.385, -2.430], [-7.315, -4.420, -0.302], [4.084, 7.619, 6.775], [6.514, -10.877, -6.116], [-2.167, -2.505, 1.191], [-5.186, 4.939, -0.523], [-1.305, 3.443, -0.195], [4.525, -5.599, -6.397], [5.338, -12.178, -3.627], [-3.596, 0.866, 1.585], [5.378, -4.618, -3.895], [2.429, 4.109, 6.503], [5.042, -6.960, -4.432], [0.313, 6.797, -4.278], [-3.764, -1.775, 0.703], [-1.939, 1.207, 2.159], [5.088, -11.918, -6.044], [0.328, 9.220, -3.963], [-1.305, -0.736, -2.598], [-6.286, -5.294, 2.169], [1.775, 7.006, -3.307], [2.481, 6.920, 6.516], [-1.011, -0.627, 1.177], [3.359, -6.901, -3.901], [-4.712, 2.739, 0.381], [6.205, -10.351, -2.345], [-1.492, 9.195, -1.914], [4.075, 3.452, 6.586], [5.003, 6.410, 4.887], [-4.380, -3.959, 1.601], [-6.348, 2.335, 6.486], [1.805, -4.935, -5.190], [-1.562, 4.827, 0.893], [-6.441, -5.180, -1.647], [1.915, 3.558, 3.763], [-4.226, 5.729, 0.735], [-2.969, -1.546, -1.549], [2.542, 1.446, -4.711], [2.053, -2.269, -2.916], [2.487, 1.831, 5.382], [-1.994, 0.185, -0.101], [0.603, 6.418, -1.271], [0.653, 1.443, 1.967], [-5.706, -7.007, -0.282], [3.578, -0.267, -3.299], [-6.675, 2.755, 3.488], [-8.893, 4.243, 4.380], [0.869, 9.035, -2.290], [-6.159, 4.972, 5.509], [-1.873, 8.358, -3.433], [-7.188, 1.298, 5.316], [3.345, 5.474, 8.282], [4.951, 5.466, 7.543], [1.413, -2.530, -1.310], [4.818, -9.193, -5.953], [1.688, 1.910, -3.167], [0.897, 2.121, -4.708], [-3.167, 4.043, -1.573], [2.821, -3.918, -6.229], [-2.622, 5.660, -1.114], [-2.568, -3.207, -1.107], [7.024, -12.241, -4.154], [2.109, 0.558, 4.214], [-4.754, 3.687, 1.884], [0.145, 2.412, 5.631], [4.221, -5.067, -2.626], [-5.074, -6.574, 2.040], [3.353, 6.698, 4.298], [2.748, 2.387, 2.735], [7.365, -9.904, -3.611], [3.795, -10.207, -4.917], [-6.720, 5.171, 3.845], [-8.520, 5.064, 5.909], [-7.287, -6.722, 0.456], [0.172, 3.136, 2.170], [5.629, 0.815, -2.353], [2.736, -1.963, 0.485], [-2.807, -0.247, 2.796], [0.007, 0.659, 5.362], [6.190, 0.529, -0.032], [-3.692, -5.228, 0.572], [4.739, -0.908, 1.429], [-5.211, 2.986, 4.448], [3.101, -6.646, -6.319]],
  "charge": -1,
  "e_tot_ev": -84425.957,
  "gap_ev": 6.3
}

(2)
{
  "formula": "C19H33BBrNO20S4",
  "method": "ωB97M-V with the def2-TZVPD basis set",
  "species": ["Br", "S", "S", "S", "S", "O", "O", "O", "O", "O", "O", "O", "O", "O", "O", "O", "O", "O", "O", "O", "O", "O", "O", "O", "O", "N", "C", "C", "C", "C", "C", "C", "C", "C", "C", "C", "C", "C", "C", "C", "C", "C", "C", "C", "C", "B", "H", "H", "H", "H", "H", "H", "H", "H", "H", "H", "H", "H", "H", "H", "H", "H", "H", "H", "H", "H", "H", "H", "H", "H", "H", "H", "H", "H", "H", "H", "H", "H", "H"],
  "coordinates": [[4.327, 4.580, 3.379], [-6.103, -1.188, -2.226], [1.776, 4.891, -1.525], [3.494, -3.953, -1.555], [-0.096, -3.099, -3.672], [3.573, -3.983, -0.140], [2.780, 4.529, -0.587], [2.734, -4.902, -2.287], [-0.455, 2.534, 2.063], [-5.303, 0.126, -2.691], [1.776, 5.459, 3.795], [-2.690, 0.568, 0.825], [-4.883, -2.226, -2.322], [-7.063, -1.502, -3.221], [1.146, -2.440, -3.839], [-1.333, -2.445, -3.932], [-0.142, -3.727, -2.198], [0.094, 3.159, 4.141], [2.000, 6.426, -1.932], [0.390, 5.084, -0.736], [3.045, -2.483, -2.017], [1.527, 4.132, -2.693], [4.989, -3.908, -2.144], [-0.071, -4.478, -4.488], [-6.457, -1.047, -0.859], [-2.604, 0.102, 3.228], [0.824, 7.191, -1.633], [1.412, -1.919, 3.555], [2.372, 4.608, 3.275], [0.253, -5.554, -3.595], [0.549, 0.307, 2.792], [5.157, -2.745, -2.964], [-4.065, -0.067, 3.085], [4.201, -1.723, -2.385], [3.620, -2.857, 2.461], [-3.892, -0.136, -2.632], [-0.357, -5.142, -2.272], [1.752, 3.484, 2.468], [-3.755, -1.602, -2.964], [0.469, -1.213, 2.517], [2.608, -2.464, 2.915], [-2.385, 0.989, 4.395], [0.390, 3.048, 2.999], [-0.445, 1.067, 1.919], [0.188, 6.477, -0.460], [-1.970, 0.576, 2.035], [0.697, 6.717, 0.477], [-1.434, -5.327, -2.254], [1.634, -1.286, 4.413], [0.870, -1.469, 1.539], [-1.390, 0.915, 4.823], [-0.148, 0.868, 0.882], [2.454, 2.655, 2.399], [6.191, -2.410, -2.935], [0.870, -2.782, 3.953], [-3.078, 0.663, 5.177], [-3.550, 0.066, -1.615], [1.340, -5.627, -3.527], [0.174, 7.175, -2.510], [-2.657, 2.026, 4.179], [-4.553, 0.914, 3.129], [-2.834, -2.016, -2.595], [1.611, 3.884, 1.460], [-0.151, -6.491, -3.967], [0.381, 0.418, 3.862], [-3.831, -1.778, -4.037], [-4.413, -0.615, 3.968], [0.110, -5.639, -1.426], [-4.353, -0.655, 2.221], [4.541, -3.299, 2.190], [1.578, 0.589, 2.551], [3.935, -0.948, -3.098], [-3.356, 0.500, -3.331], [-0.528, -1.604, 2.710], [-0.872, 6.694, -0.361], [-3.198, 1.382, 0.718], [1.092, 8.217, -1.399], [4.608, -1.263, -1.482], [4.888, -3.006, -3.989]],
  "e_tot_ev": -176733.504,
  "smiles": "C#CCCC[C@H](OC(=O)CC(=O)Br)B(O)N(C)C.O=S1(=O)OCCO1.O=S1(=O)OCCO1.O=S1(=O)OCCO1.O=S1(=O)OCCO1",
  "gap_ev": 9.8
}

(3)
{
  "formula": "C2H3NO2",
  "method": "ωB97M-V with the def2-TZVPD basis set",
  "species": ["O", "O", "N", "C", "C", "H", "H", "H"],
  "coordinates": [[2.075, 0.649, 0.757], [-1.110, -0.156, -1.556], [-0.055, -0.139, 0.472], [-1.140, -0.332, -0.363], [1.157, 0.374, 0.024], [-0.159, -0.265, 1.469], [-2.050, -0.662, 0.170], [1.170, 0.508, -1.061]],
  "e_tot_ev": -7707.838,
  "smiles": "O=CNC=O",
  "relative_energy_kj_mol": 0.5,
  "gap_ev": 11.1
}

(4)
{
  "formula": "C5H14",
  "method": "ωB97M-V with the def2-TZVPD basis set",
  "species": ["C", "C", "C", "C", "C", "H", "H", "H", "H", "H", "H", "H", "H", "H", "H", "H", "H", "H", "H"],
  "coordinates": [[-0.890, -0.992, -1.211], [0.457, -1.710, -1.196], [0.273, 1.742, 1.434], [-1.680, -1.256, 0.075], [1.569, 1.891, 0.657], [1.135, -1.192, -0.510], [-0.412, 1.096, 0.886], [1.458, 2.463, -0.263], [0.519, 1.516, 2.467], [-2.478, -1.983, -0.122], [2.098, 0.963, 0.448], [-2.268, -0.421, 0.458], [1.003, -1.488, -2.127], [-0.239, 2.710, 1.418], [0.423, -2.777, -1.011], [-0.689, 0.058, -1.430], [2.261, 2.501, 1.249], [-1.456, -1.368, -2.063], [-1.085, -1.752, 0.841]],
  "e_tot_ev": -5411.632,
  "smiles": "CCC.CC",
  "relative_energy_kj_mol": 40.3,
  "gap_ev": 12.4
}

(5)
{
  "formula": "C5H13NO",
  "method": "ωB97M-V with the def2-TZVPD basis set",
  "species": ["O", "N", "C", "C", "C", "C", "C", "H", "H", "H", "H", "H", "H", "H", "H", "H", "H", "H", "H", "H"],
  "coordinates": [[-1.942, -2.007, 1.411], [0.937, 0.348, -1.237], [-1.511, 2.353, 0.921], [1.313, -2.066, -0.551], [1.878, -0.683, -0.818], [0.100, 0.861, -0.261], [-0.791, 1.850, -0.298], [-1.924, 1.587, 1.562], [1.828, -2.839, -1.108], [0.377, 0.544, 0.748], [2.640, -0.691, -1.605], [-0.841, 2.955, 1.546], [-1.095, -1.582, 1.594], [0.590, 0.221, -2.177], [-2.431, -1.341, 0.910], [-1.028, 2.370, -1.220], [1.543, -2.383, 0.477], [2.455, -0.301, 0.028], [0.238, -2.216, -0.598], [-2.336, 3.022, 0.676]],
  "e_tot_ev": -8932.338,
  "smiles": "C/C=C/NCC.O",
  "relative_energy_kj_mol": 161.4,
  "gap_ev": 8.8
}

(6)
{
  "formula": "C31H35BIrN9S",
  "method": "ωB97M-V with the def2-TZVPD basis set",
  "species": ["Ir", "S", "N", "N", "N", "N", "N", "N", "N", "N", "N", "C", "C", "C", "C", "C", "C", "C", "C", "C", "C", "C", "C", "C", "C", "C", "C", "C", "C", "C", "C", "C", "C", "C", "C", "C", "C", "C", "C", "C", "C", "C", "B", "H", "H", "H", "H", "H", "H", "H", "H", "H", "H", "H", "H", "H", "H", "H", "H", "H", "H", "H", "H", "H", "H", "H", "H", "H", "H", "H", "H", "H", "H", "H", "H", "H", "H", "H"],
  "coordinates": [[-0.326, 0.521, 0.453], [-1.824, 3.551, 3.429], [1.086, -0.770, -4.661], [0.820, 2.204, 0.801], [1.366, -0.740, -1.803], [-0.952, -1.534, -1.565], [1.373, -0.433, -0.484], [-0.516, 0.787, -2.501], [0.016, -1.164, -3.914], [-1.390, -1.085, -0.350], [-0.834, 1.468, -1.371], [-1.463, 2.677, -3.131], [2.621, -0.642, -0.031], [0.078, -3.544, 3.840], [-0.023, -0.503, 2.074], [-2.195, -2.030, 0.158], [3.414, -1.090, -1.089], [-0.897, 1.500, -3.570], [2.599, 3.679, 0.235], [-1.910, 3.649, -0.783], [-0.929, -1.725, -4.712], [-2.776, 1.401, 2.405], [0.820, -1.118, -5.908], [-2.245, -3.112, -0.716], [-0.450, -1.726, -5.995], [0.352, 3.109, 1.691], [-0.908, -1.704, 5.254], [1.575, -1.816, 4.888], [-0.911, 2.721, 2.239], [2.582, -1.142, -2.188], [1.791, -0.844, -7.010], [-1.444, -2.759, -1.776], [0.078, -1.217, 3.067], [-3.057, 2.379, 3.312], [1.039, 4.297, 1.937], [-2.945, -1.906, 1.432], [1.899, 2.512, 0.055], [2.176, 4.578, 1.212], [-1.525, 1.587, 1.744], [0.197, -2.070, 4.252], [-1.415, 2.619, -1.739], [3.080, -0.396, 1.367], [-0.011, -0.680, -2.487], [-1.892, -2.029, -4.343], [2.975, 0.651, 1.655], [4.457, -1.351, -1.045], [2.757, -1.422, -3.211], [-3.447, 0.580, 2.236], [-0.819, -0.664, 5.568], [-1.868, 3.473, -3.730], [-1.100, 4.305, -0.454], [2.718, 5.498, 1.384], [-2.653, 4.269, -1.280], [-3.938, 2.471, 3.927], [0.219, -4.181, 4.713], [2.790, -1.188, -6.743], [-3.501, -0.975, 1.438], [-1.177, -3.317, -2.655], [-0.829, -2.342, 6.135], [2.198, 1.795, -0.695], [1.487, -1.352, -7.924], [-2.290, -1.933, 2.304], [0.831, -3.804, 3.095], [1.853, 0.224, -7.222], [2.514, -0.988, 2.081], [4.132, -0.662, 1.444], [-3.661, -2.722, 1.502], [-2.361, 3.199, 0.097], [-0.907, -3.754, 3.421], [-0.728, 1.123, -4.564], [-2.799, -4.025, -0.587], [2.381, -2.127, 4.222], [3.464, 3.875, -0.383], [1.654, -2.396, 5.809], [-0.942, -2.105, -6.874], [-1.897, -1.848, 4.817], [1.708, -0.762, 5.132], [0.656, 4.992, 2.671]],
  "charge": 1,
  "e_tot_ev": -60473.740,
  "spin_multiplicity": 2,
  "gap_ev": [8.2, 5.3],
  "s2": 0.77
}